Entry from the OMol25 dataset: one molecule with the formula C13H18Si in a non-equilibrium geometry (ωB97M-V/def2-TZVPD).

Output
HOMO energy	-8.567	eV
SMILES	C=C1C[C@]1(c1ccccc1)[Si](C)(C)C
LUMO energy	0.8	eV
energy relative to the best compared isomer or geometry (same formula, charge and spin)	52.5	kcal/mol
frontier orbital gap	9.3795	eV

The geometry in XYZ format:
```
32
Properties=species:S:1:pos:R:3:forces:R:3
C -0.70529 -2.87279 -1.27955 -0.003 0.195 3.630
C -0.58464 -2.06599 -0.23601 0.023 1.915 0.308
C -0.60706 -1.74171 1.21845 3.639 -1.254 -0.212
C -0.25478 -0.62338 0.11114 -0.468 -1.523 1.064
C 1.18118 -0.18721 0.02314 -0.129 -1.250 0.010
C 2.01561 -0.48135 -1.10392 -2.518 -0.073 -0.289
C 3.23362 0.11790 -1.23410 -0.649 0.229 3.169
C 3.79703 0.70543 -0.09052 1.958 0.295 -0.691
C 3.09922 0.65742 1.09615 -0.308 1.272 1.706
C 1.73301 0.38321 1.16265 1.331 -0.869 -0.777
Si -1.49932 0.82137 0.08330 -0.689 -1.454 -0.790
C -0.99139 1.81239 -1.42541 1.500 0.545 -0.573
C -1.55594 1.66794 1.76375 0.810 -0.726 0.185
C -3.14572 -0.04577 -0.30088 0.002 3.608 -3.016
H -0.69895 -2.56918 -2.23922 0.335 1.282 -3.049
H -0.87023 -3.88761 -1.11254 -0.374 -1.658 0.246
H -1.47727 -1.74946 1.79529 -1.810 0.424 0.197
H 0.20122 -2.19335 1.97129 -1.167 1.126 -2.120
H 1.60507 -1.14835 -1.90753 0.309 0.904 0.783
H 3.81452 0.01442 -2.05962 1.460 -0.288 -2.460
H 4.87089 1.10050 -0.21547 -1.811 -0.658 0.678
H 3.45722 0.89586 2.11104 0.778 0.268 -0.920
H 1.29159 0.39925 2.16425 -0.366 0.044 -0.698
H -1.22502 2.88327 -1.34899 0.637 0.010 0.385
H 0.14041 1.62218 -1.68022 -2.143 0.669 0.527
H -1.56827 1.60681 -2.32899 -0.007 -0.773 0.066
H -2.07368 1.00387 2.49945 0.990 0.030 -0.427
H -0.46276 1.89102 2.01845 -1.768 0.020 0.166
H -2.22970 2.51135 1.79724 0.332 0.787 -0.298
H -3.93506 0.79940 -0.60283 1.542 -1.901 0.430
H -3.00981 -0.76716 -1.11821 -0.093 0.453 -0.043
H -3.54567 -0.56028 0.46841 -1.342 -1.649 2.813
```
Forces are in eV/Å.